# 1
The molecule C5H9NO2, computed with ωB97M-V with the def2-TZVPD basis set.

Last column: natural (NBO) charge in e.
Cartesian coordinates (Å):
C1 0.321 -0.067 -1.167  -0.042
C2 -1.049 -1.478 1.228  -0.640
C3 0.602 0.249 0.292  0.139
N1 1.532 1.243 0.553  -0.825
C4 -1.059 0.584 -1.434  0.433
C5 -0.179 -0.259 1.278  -0.256
O1 1.330 0.522 -1.979  -0.711
O2 -2.091 -0.053 -1.638  -0.512
H1 2.179 0.349 -1.527  0.483
H2 0.264 -1.141 -1.360  0.201
H3 1.471 1.644 1.486  0.385
H4 1.584 1.976 -0.154  0.384
H5 -1.025 1.680 -1.555  0.124
H6 -0.031 0.123 2.288  0.187
H7 -2.061 -1.211 1.548  0.220
H8 -1.124 -1.918 0.232  0.217
H9 -0.666 -2.243 1.910  0.214

Strongest force on any atom = 2.5 eV/Å
Charge = 0
Energy above the lowest of the compared OMol25 structures with the same formula, charge and spin = 42.15 kcal/mol
HOMO-LUMO gap = 9.0 eV
Total energy = -401.10960 hartree


# 2
The molecule C5H9NO2, computed with ωB97M-V with the def2-TZVPD basis set.

Last column: natural (NBO) charge in e.
Cartesian coordinates (Å):
C1 0.163 0.245 0.163  -0.040
C2 1.974 -0.734 -1.738  -0.737
C3 -1.463 1.090 1.875  -0.726
C4 0.664 -1.016 -1.043  0.609
C5 -1.084 -0.248 0.684  0.324
O1 0.104 1.416 -0.604  -0.701
N1 -1.882 -1.202 0.556  -0.597
O2 0.019 -2.019 -1.291  -0.556
H1 -0.030 2.158 0.009  0.482
H2 0.955 0.234 0.912  0.195
H3 -1.571 -1.877 -0.165  0.390
H4 2.785 -0.809 -1.010  0.236
H5 2.141 -1.448 -2.549  0.235
H6 1.956 0.276 -2.151  0.248
H7 -0.652 1.748 2.188  0.190
H8 -1.803 0.531 2.747  0.228
H9 -2.278 1.653 1.418  0.219

Strongest force on any atom = 6.2 eV/Å
Charge = 0
Energy above the lowest of the compared OMol25 structures with the same formula, charge and spin = 74.01 kcal/mol
HOMO-LUMO gap = 9.2 eV
Total energy = -401.05882 hartree


# 3
The molecule C5H9NO2, computed with ωB97M-V with the def2-TZVPD basis set.

Last column: natural (NBO) charge in e.
Cartesian coordinates (Å):
O1 -1.084 3.301 -1.258  -0.512
C1 -0.811 2.163 -0.975  0.438
C2 0.529 1.817 -0.341  -0.511
C3 0.850 0.317 -0.252  -0.397
C4 -0.259 -0.477 0.430  -0.515
C5 0.077 -1.915 0.790  0.677
N1 0.683 -2.681 -0.155  -0.826
O2 -0.200 -2.360 1.888  -0.612
H1 -1.545 1.365 -1.190  0.107
H2 1.227 2.320 -1.007  0.240
H3 0.549 2.247 0.654  0.237
H4 1.095 -0.067 -1.242  0.192
H5 1.731 0.201 0.362  0.220
H6 -0.440 -0.069 1.429  0.240
H7 -1.224 -0.461 -0.062  0.226
H8 0.980 -3.609 0.088  0.408
H9 0.923 -2.305 -1.054  0.389

Strongest force on any atom = 1.1 eV/Å
Charge = 0
Energy above the lowest of the compared OMol25 structures with the same formula, charge and spin = 11.04 kcal/mol
HOMO-LUMO gap = 10.5 eV
Total energy = -401.15917 hartree


# 4
The molecule C5H9NO2, computed with ωB97M-V with the def2-TZVPD basis set.

Last column: natural (NBO) charge in e.
Cartesian coordinates (Å):
C1 0.706 0.496 -0.354  -0.221
C2 -2.372 -0.123 -0.668  -0.252
C3 2.143 0.461 0.190  -0.622
C4 -0.313 -0.350 0.417  0.314
C5 -0.260 -0.601 1.730  -0.453
O1 -1.296 -0.994 -0.326  -0.536
N1 0.702 0.207 -1.837  0.169
O2 1.268 -0.854 -2.127  -0.264
H1 0.360 1.537 -0.310  0.210
H2 -2.695 -0.364 -1.685  0.195
H3 -2.103 0.939 -0.632  0.176
H4 -3.207 -0.309 0.014  0.181
H5 2.898 0.536 -0.602  0.231
H6 2.354 -0.455 0.752  0.228
H7 2.308 1.306 0.868  0.218
H8 0.496 -0.172 2.379  0.206
H9 -0.990 -1.261 2.192  0.220

Strongest force on any atom = 3.3 eV/Å
Charge = 0
Energy above the lowest of the compared OMol25 structures with the same formula, charge and spin = 104.09 kcal/mol
HOMO-LUMO gap = 9.0 eV
Total energy = -401.01087 hartree


# 5
The molecule C5H9NO2, computed with ωB97M-V with the def2-TZVPD basis set.

Last column: natural (NBO) charge in e.
Cartesian coordinates (Å):
C1 -1.362 1.016 0.011  -0.364
C2 2.321 0.499 -0.431  -0.690
C3 -1.087 -1.616 -0.334  -0.730
C4 0.941 0.645 0.122  0.572
C5 -1.999 -0.415 0.077  0.611
O1 0.838 0.527 1.461  -0.694
N1 -0.056 0.976 -0.622  -0.495
O2 -3.164 -0.590 0.408  -0.542
H1 1.681 0.300 1.883  0.493
H2 -2.027 1.641 -0.593  0.227
H3 -1.340 1.410 1.032  0.220
H4 2.856 1.445 -0.317  0.238
H5 2.272 0.244 -1.493  0.251
H6 2.865 -0.288 0.098  0.210
H7 -0.214 -1.756 0.305  0.223
H8 -1.689 -2.521 -0.216  0.231
H9 -0.836 -1.516 -1.392  0.239

Strongest force on any atom = 2.0 eV/Å
Charge = 0
Energy above the lowest of the compared OMol25 structures with the same formula, charge and spin = 23.21 kcal/mol
HOMO-LUMO gap = 9.6 eV
Total energy = -401.13977 hartree


# 6
A structure of composition C5H9NO2, computed with ωB97M-V with the def2-TZVPD basis set.

Last column: natural (NBO) charge in e.
Cartesian coordinates (Å):
C1 -0.638 0.952 -0.874  0.674
C2 -0.736 0.138 0.404  -0.009
C3 0.207 0.627 1.471  -0.626
C4 -1.974 -0.614 0.849  -0.626
C5 1.762 -0.719 -1.207  0.161
N1 -0.092 -0.258 -0.870  -0.525
O1 -0.922 1.939 -1.468  -0.577
O2 2.250 0.328 -1.823  -0.646
H1 -0.253 0.472 2.412  0.214
H2 0.467 1.631 1.341  0.220
H3 1.125 0.108 1.513  0.194
H4 -1.907 -0.890 1.879  0.204
H5 -2.165 -1.534 0.299  0.225
H6 -2.867 0.125 0.791  0.221
H7 1.459 -1.655 -1.781  0.202
H8 2.006 -0.860 -0.140  0.193
H9 2.276 0.211 -2.795  0.502

Strongest force on any atom = 5.0 eV/Å
Charge = 0
Energy above the lowest of the compared OMol25 structures with the same formula, charge and spin = 93.29 kcal/mol
HOMO-LUMO gap = 8.5 eV
Total energy = -401.02810 hartree


# 7
A cluster of 2 separate species, C5H9NO2 in total, computed with ωB97M-V with the def2-TZVPD basis set.

Last column: natural (NBO) charge in e.
Cartesian coordinates (Å):
C1 -0.921 -0.491 -2.610  0.458
N1 -1.687 -0.850 -1.568  -0.805
C2 0.379 1.517 0.099  -0.575
C3 0.083 -0.001 0.295  -0.558
C4 0.752 -0.668 1.354  0.111
C5 0.861 -0.232 2.762  0.316
O1 0.726 0.886 3.157  -0.426
O2 0.094 0.207 -2.570  -0.687
H1 -1.297 -0.806 -3.607  0.096
H2 -2.081 -1.760 -1.767  0.341
H3 -0.453 2.008 -0.386  0.240
H4 1.209 1.546 -0.595  0.241
H5 0.722 2.037 0.993  0.222
H6 -1.028 -0.231 0.421  0.394
H7 0.355 -0.482 -0.635  0.301
H8 1.168 -1.656 1.160  0.206
H9 1.118 -1.024 3.495  0.124

Strongest force on any atom = 2.8 eV/Å
Charge = 0
Energy above the lowest of the compared OMol25 structures with the same formula, charge and spin = 146.22 kcal/mol
HOMO-LUMO gap = 4.4 eV
Total energy = -400.94375 hartree


# 8
A cluster of 2 separate species, C5H9NO2 in total, computed with ωB97M-V with the def2-TZVPD basis set.

Last column: natural (NBO) charge in e.
Cartesian coordinates (Å):
C1 0.256 2.094 0.101  0.883
N1 -0.427 1.652 -0.999  -0.860
O1 -0.508 2.299 1.191  -0.681
O2 1.430 2.326 0.097  -0.619
H1 -1.440 2.106 1.037  0.481
H2 -1.320 1.196 -0.914  0.387
H3 0.138 1.373 -1.784  0.411
C2 -0.079 -1.109 0.769  -0.222
C3 0.476 -1.542 -0.497  -0.235
C4 -1.259 -1.507 1.232  -0.389
C5 1.619 -1.076 -0.990  -0.368
H4 0.528 -0.418 1.340  0.213
H5 -0.098 -2.282 -1.041  0.199
H6 -1.645 -1.168 2.178  0.201
H7 2.012 -1.415 -1.933  0.199
H8 2.196 -0.331 -0.466  0.210
H9 -1.878 -2.199 0.682  0.190

Strongest force on any atom = 0.7 eV/Å
Charge = 0
Energy above the lowest of the compared OMol25 structures with the same formula, charge and spin = 24.87 kcal/mol
HOMO-LUMO gap = 9.6 eV
Total energy = -401.13713 hartree


# 9
The molecule C5H9NO2, computed with ωB97M-V with the def2-TZVPD basis set.

Last column: natural (NBO) charge in e.
Cartesian coordinates (Å):
C1 0.079 -1.797 -1.516  -0.257
C2 1.116 0.287 0.005  0.199
C3 1.634 -0.563 0.899  -0.682
O1 0.132 -0.399 -1.201  -0.502
H1 1.690 1.090 -0.432  0.206
H2 -0.854 -1.956 -2.057  0.220
H3 0.104 -2.398 -0.607  0.190
H4 0.930 -2.040 -2.149  0.203
H5 2.632 -0.378 1.272  0.228
H6 1.068 -1.389 1.310  0.205
C4 -1.053 1.908 1.235  -0.416
N1 -0.508 1.010 0.252  -0.522
C5 -1.168 0.287 -0.594  0.892
O2 -2.255 -0.076 -0.929  -0.592
H7 -0.968 2.949 0.914  0.199
H8 -2.103 1.683 1.441  0.216
H9 -0.477 1.782 2.157  0.214

Strongest force on any atom = 1.2 eV/Å
Charge = 0
Energy above the lowest of the compared OMol25 structures with the same formula, charge and spin = 99.35 kcal/mol
HOMO-LUMO gap = 8.9 eV
Total energy = -401.01843 hartree


# 10
A structure of composition C5H9NO2, computed with ωB97M-V with the def2-TZVPD basis set.

Last column: natural (NBO) charge in e.
Cartesian coordinates (Å):
C1 0.739 1.874 0.230  -0.667
C2 -0.468 0.994 0.431  0.331
O1 -1.481 1.184 -0.344  -0.648
H1 -0.683 0.766 1.486  0.160
H2 1.611 1.458 0.734  0.220
H3 0.938 2.008 -0.831  0.226
H4 0.524 2.850 0.676  0.234
C3 0.251 -0.820 0.023  0.146
C4 -1.295 -1.564 0.240  0.106
C5 0.697 -0.902 -1.249  -0.395
O2 1.042 -1.161 1.098  -0.705
N1 -2.343 -1.092 -0.143  -0.535
H5 1.923 -1.422 0.803  0.476
H6 -2.134 0.111 -0.400  0.426
H7 -1.067 -2.463 0.807  0.204
H8 0.041 -0.611 -2.057  0.226
H9 1.705 -1.210 -1.504  0.195

Strongest force on any atom = 1.4 eV/Å
Charge = 0
Energy above the lowest of the compared OMol25 structures with the same formula, charge and spin = 109.07 kcal/mol
HOMO-LUMO gap (alpha / beta) = 8.1 / 8.1 eV
Total energy = -401.00294 hartree


# 11
A structure of composition C5H9NO3, computed with ωB97M-V with the def2-TZVPD basis set.

Last column: natural (NBO) charge in e.
Cartesian coordinates (Å):
C1 -2.021 2.741 -0.787  -0.212
C2 -0.228 1.516 0.276  0.202
C3 -0.218 0.444 -0.595  -0.346
C4 0.679 -0.737 -0.579  -0.220
C5 0.763 -1.339 0.815  0.801
H1 -2.332 3.802 -0.662  0.208
H2 -1.511 2.659 -1.980  0.184
H3 -2.572 2.036 -0.484  0.167
H4 0.389 1.427 0.954  0.170
H5 -1.234 0.137 -1.442  0.171
H6 1.571 -0.422 -0.893  0.226
H7 -0.508 -2.032 -1.474  0.318
H8 0.247 -1.377 -2.537  0.348
H9 1.544 -3.025 1.791  0.499
N1 0.284 -1.767 -1.545  -0.747
O1 -0.861 2.620 0.177  -0.482
O2 1.402 -2.583 0.786  -0.709
O3 0.530 -0.861 1.883  -0.578

Strongest force on any atom = 13.9 eV/Å
Charge = 0
Energy above the lowest of the compared OMol25 structures with the same formula, charge and spin = 161.68 kcal/mol
HOMO-LUMO gap = 9.3 eV
Total energy = -476.18652 hartree


# 12
A cluster of 2 separate species, C5H9NO4 in total, computed with ωB97M-V with the def2-TZVPD basis set.

Last column: natural (NBO) charge in e.
Cartesian coordinates (Å):
N1 2.878 0.338 -2.532  0.494
O1 4.016 0.537 -2.249  -0.143
C1 0.068 -2.219 -0.022  -0.633
C2 -0.037 -0.761 0.065  0.103
C3 -1.378 -0.151 0.281  -0.529
C4 -1.246 1.372 0.110  0.613
O2 -1.425 1.960 -0.964  -0.529
C5 -0.708 2.015 1.352  -0.742
O3 0.591 -0.097 -1.085  -0.303
O4 1.895 -0.615 -1.226  -0.335
H1 -0.112 -2.649 0.924  0.214
H2 -0.679 -2.549 -0.802  0.205
H3 1.046 -2.488 -0.354  0.246
H4 0.578 -0.359 0.881  0.164
H5 -1.988 -0.561 -0.534  0.228
H6 -1.727 -0.438 1.263  0.229
H7 -0.569 1.329 2.195  0.217
H8 0.240 2.537 1.087  0.252
H9 -1.440 2.801 1.609  0.249

Strongest force on any atom = 7.2 eV/Å
Charge = 0
Energy above the lowest of the compared OMol25 structures with the same formula, charge and spin = 195.21 kcal/mol
HOMO-LUMO gap (alpha / beta) = 7.3 / 7.4 eV
Total energy = -551.37870 hartree


- What is the charge in the fourth record?
  0